[1]
A cluster of 2 separate species, C4H8O in total, computed with ωB97M-V/def2-TZVPD.

## Properties
* calculated total energy: -6322.9376 eV
* SMILES string: C=C1CC1.O
* gap between HOMO and LUMO: 10.642 eV
* relative energy (zero: lowest compared OMol25 entry of this formula, charge and spin): 215.19 kJ/mol
* LUMO level: 0.9131 eV

Last column: Mulliken charge in e.
CARTESIAN COORDINATES (ANGSTROEM)
C1 0.028 -0.435 1.210  -0.818
C2 0.316 0.228 0.105  0.423
C3 1.354 0.507 -0.885  -0.541
C4 0.226 1.508 -0.595  -0.564
H1 0.556 -1.342 1.486  0.246
H2 -0.778 -0.112 1.865  0.365
H3 2.344 0.688 -0.477  0.216
H4 1.352 0.038 -1.867  0.212
H5 0.431 2.387 0.009  0.222
H6 -0.496 1.668 -1.393  0.217
O1 -1.800 -2.115 0.137  -0.668
H7 -2.341 -1.532 0.683  0.341
H8 -1.191 -1.488 -0.278  0.348

---

[2]
A cluster of 2 separate species, C4H8O2 in total, computed with ωB97M-V/def2-TZVPD.

## Properties
* calculated total energy: -8369.1872 eV
* gap between HOMO and LUMO (spin up / spin down): 1.759 / 5.253 eV
* spin multiplicity: 2
* relative energy (zero: lowest compared OMol25 entry of this formula, charge and spin): 186.01 kJ/mol
* ⟨S²⟩: 0.759
* charge: -1
* LUMO level (spin up / spin down): 2.7128 / 2.6633 eV

Last column: Mulliken charge in e.
CARTESIAN COORDINATES (ANGSTROEM)
C1 1.125 1.174 -0.489  -1.305
C2 0.980 0.968 0.863  0.815
O1 1.656 0.009 1.487  -0.594
C3 0.182 1.938 1.575  -0.307
C4 -0.326 1.722 2.767  -1.043
H1 1.690 0.735 -1.253  0.328
H2 0.730 2.082 -1.018  0.101
H3 2.306 -0.344 0.872  0.257
H4 0.056 2.806 0.888  0.178
H5 -0.204 0.792 3.286  0.228
H6 -0.808 2.319 3.425  0.351
H7 -2.528 -5.277 -3.562  0.310
H8 -2.760 -4.114 -4.626  0.341
O2 -2.099 -4.811 -4.215  -0.660

---

[3]
The ion C4H8O2 with charge -2, computed with ωB97M-V/def2-TZVPD.

## Properties
* calculated total energy: -8368.2933 eV
* SMILES string: [O-]CCCC[O-]
* gap between HOMO and LUMO: 6.574 eV
* relative energy (zero: lowest compared OMol25 entry of this formula, charge and spin): 49.51 kJ/mol
* charge: -2
* LUMO level: 7.5074 eV

Last column: Mulliken charge in e.
CARTESIAN COORDINATES (ANGSTROEM)
O1 1.358 -0.110 -2.803  -0.959
C1 1.396 -0.408 -1.473  -0.361
C2 0.077 -0.067 -0.705  -0.496
C3 -0.019 -0.075 0.798  -0.165
C4 -1.355 0.437 1.429  -0.495
O2 -1.443 0.278 2.776  -0.946
H1 2.139 0.220 -0.900  0.105
H2 1.795 -1.433 -1.277  0.144
H3 -0.375 0.729 -1.339  0.262
H4 -0.628 -0.835 -1.109  0.171
H5 0.765 0.580 1.253  0.257
H6 0.061 -1.103 1.160  0.155
H7 -1.520 1.485 1.129  0.190
H8 -2.043 -0.229 0.814  0.137

---

[4]
The ion C4H8O2 with charge -2, computed with ωB97M-V/def2-TZVPD.

## Properties
* calculated total energy: -8367.9122 eV
* SMILES string: [O-]CCCC[O-]
* gap between HOMO and LUMO: 6.270 eV
* relative energy (zero: lowest compared OMol25 entry of this formula, charge and spin): 86.28 kJ/mol
* charge: -2
* LUMO level: 7.5461 eV

Last column: Mulliken charge in e.
CARTESIAN COORDINATES (ANGSTROEM)
O1 0.069 -1.642 2.601  -0.959
C1 0.446 -0.523 1.913  -0.489
C2 -0.234 -0.554 0.435  -0.600
C3 -0.133 0.833 -0.301  -0.453
C4 0.215 0.651 -1.834  -0.247
O2 -0.607 1.182 -2.777  -0.962
H1 0.140 0.417 2.395  0.206
H2 1.523 -0.551 1.647  0.175
H3 -1.295 -0.820 0.575  0.248
H4 0.246 -1.388 -0.065  0.320
H5 -1.056 1.415 -0.121  0.253
H6 0.688 1.422 0.058  0.324
H7 0.493 -0.407 -2.229  0.178
H8 1.185 1.236 -1.872  0.005

---

[5]
The molecule C4H8O2, computed with ωB97M-V/def2-TZVPD.

## Properties
* calculated total energy: -8372.6690 eV
* SMILES string: CC(C)OC=O
* gap between HOMO and LUMO: 11.615 eV
* relative energy (zero: lowest compared OMol25 entry of this formula, charge and spin): 59.12 kJ/mol
* LUMO level: 1.0626 eV

Last column: Mulliken charge in e.
CARTESIAN COORDINATES (ANGSTROEM)
C1 0.552 -0.425 1.217  -1.262
C2 0.120 -0.158 -0.218  0.602
C3 1.289 0.182 -1.125  -1.346
O1 -0.851 0.968 -0.252  -0.363
C4 -2.114 0.542 0.023  0.077
O2 -2.377 -0.598 0.279  -0.479
H1 1.269 -1.256 1.253  0.333
H2 1.036 0.461 1.639  0.326
H3 -0.310 -0.697 1.832  0.343
H4 -0.409 -1.033 -0.603  0.322
H5 0.944 0.372 -2.144  0.330
H6 1.994 -0.660 -1.156  0.375
H7 1.825 1.061 -0.756  0.335
H8 -2.968 1.241 0.012  0.408

---

[6]
A structure of composition C4H8O2, computed with ωB97M-V/def2-TZVPD.

## Properties
* calculated total energy: -8371.1662 eV
* gap between HOMO and LUMO: 10.597 eV
* relative energy (zero: lowest compared OMol25 entry of this formula, charge and spin): 204.12 kJ/mol
* LUMO level: 0.8814 eV

Last column: Mulliken charge in e.
CARTESIAN COORDINATES (ANGSTROEM)
O1 2.079 -0.081 0.804  -0.511
C1 1.192 0.288 -0.232  -0.759
C2 -0.197 0.448 0.346  0.206
C3 -1.243 0.459 -0.774  -0.534
O2 -1.465 -0.952 -0.618  -0.405
C4 -0.842 -0.903 0.681  -0.445
H1 2.899 -0.394 0.402  0.307
H2 1.132 -0.489 -1.008  0.347
H3 1.496 1.225 -0.725  0.309
H4 -0.236 1.239 1.103  0.406
H5 -2.146 1.039 -0.542  0.269
H6 -0.891 0.719 -1.781  0.298
H7 -1.598 -0.840 1.476  0.240
H8 -0.181 -1.756 0.869  0.271

---

[7]
A cluster of 2 separate species, C4H8O2 in total, computed with ωB97M-V/def2-TZVPD.

## Properties
* calculated total energy: -8371.5067 eV
* SMILES string: CC=O.CC=O
* gap between HOMO and LUMO: 10.662 eV
* relative energy (zero: lowest compared OMol25 entry of this formula, charge and spin): 171.26 kJ/mol
* LUMO level: 1.0196 eV

Last column: Mulliken charge in e.
CARTESIAN COORDINATES (ANGSTROEM)
C1 -1.988 -0.633 -2.134  -0.769
C2 -2.157 0.783 -2.644  0.133
O1 -1.360 1.659 -2.503  -0.440
H1 -1.911 -1.222 -3.054  0.248
H2 -1.102 -0.753 -1.519  0.202
H3 -2.815 -1.055 -1.564  0.305
H4 -3.083 0.972 -3.209  0.323
C3 2.169 0.333 2.954  -0.844
C4 1.785 -0.351 1.670  0.145
O2 1.099 0.114 0.812  -0.456
H5 1.577 1.194 3.235  0.295
H6 2.379 -0.442 3.685  0.294
H7 3.151 0.749 2.656  0.257
H8 2.256 -1.348 1.616  0.307

---

[8]
A structure of composition C4H8O2, computed with ωB97M-V/def2-TZVPD.

## Properties
* calculated total energy: -8366.8981 eV
* gap between HOMO and LUMO: 9.288 eV
* relative energy (zero: lowest compared OMol25 entry of this formula, charge and spin): 615.92 kJ/mol
* LUMO level: 0.8948 eV

Last column: Mulliken charge in e.
CARTESIAN COORDINATES (ANGSTROEM)
C1 1.070 1.630 0.248  -1.043
C2 -0.500 0.535 0.630  0.380
O1 -1.846 0.774 0.559  -0.502
C3 0.245 0.016 -0.424  -0.835
C4 -0.095 -2.244 -0.541  -0.092
O2 -1.200 -1.810 -0.856  -0.495
H1 1.035 2.296 -0.612  0.327
H2 0.985 2.256 1.153  0.376
H3 2.034 1.131 0.294  0.339
H4 -0.283 0.421 1.706  0.331
H5 -2.138 -0.019 0.065  0.436
H6 -0.072 0.164 -1.481  0.256
H7 0.305 -2.248 0.483  0.243
H8 0.461 -2.902 -1.238  0.279

---

- Which formula does entry 5 have?
  C4H8O2